{"formula": "CH6N4O", "method": "the ωB97M-V functional and the def2-TZVPD basis", "lumo_ha": 0.0229, "homo_lumo_gap_ev": 8.64, "multiplicity": 1, "species": ["N", "C", "O", "H", "N", "N", "N", "H", "H", "H", "H", "H"], "coordinates": [[-1.787, 0.162, -1.497], [-1.519, 0.016, -0.347], [-1.869, -0.196, 0.903], [-1.072, -0.523, 1.402], [1.015, 1.182, -0.178], [0.499, -0.119, -0.413], [0.741, -0.933, 0.763], [0.297, 1.770, 0.247], [1.233, 1.592, -1.080], [0.019, -0.399, -1.394], [0.798, -1.901, 0.452], [1.645, -0.653, 1.141]], "forces_ev_per_angstrom": [[-0.048, -0.016, 1.546], [-2.577, 0.156, -2.299], [1.160, 0.056, 0.098], [-0.096, 0.127, -0.374], [0.075, -0.277, -0.560], [-0.737, 0.082, -0.194], [-0.001, -0.286, -0.907], [-0.093, -0.114, -0.154], [0.131, -0.042, 0.162], [1.918, 0.392, 2.784], [0.146, 0.013, 0.141], [0.120, -0.094, -0.242]]}

=====

{"formula": "CH6N4O2", "method": "the ωB97M-V functional and the def2-TZVPD basis", "lumo_ha": 0.0306, "homo_lumo_gap_ev": 9.64, "multiplicity": 1, "species": ["N", "N", "C", "N", "O", "N", "O", "H", "H", "H", "H", "H", "H"], "coordinates": [[1.541, -0.155, 1.239], [0.418, 0.668, 1.039], [-0.454, 0.079, 0.299], [-1.653, 0.735, -0.094], [-1.922, 0.973, -1.433], [-0.298, -1.230, -0.341], [0.931, -0.977, -1.170], [1.387, -1.236, 1.407], [2.284, 0.235, 1.891], [-1.830, 1.580, 0.500], [-1.067, 1.500, -1.745], [-0.942, -1.446, -1.139], [1.603, -0.725, -0.453]], "forces_ev_per_angstrom": [[1.710, -1.943, 1.390], [-0.329, -1.637, -0.460], [-1.424, -0.030, -2.289], [-0.391, 0.527, 3.302], [3.441, 1.431, -1.018], [1.742, 1.591, -0.804], [0.172, -0.428, 1.191], [-0.061, 2.929, -0.105], [-1.954, -0.547, -1.045], [0.299, -0.980, -0.987], [-2.578, -1.425, 0.365], [0.182, 0.823, 1.481], [-0.808, -0.311, -1.022]]}

=====

{"formula": "CH6N4S", "method": "the ωB97M-V functional and the def2-TZVPD basis", "lumo_ha": 0.0247, "homo_lumo_gap_ev": 10.09, "multiplicity": 1, "species": ["H", "N", "C", "N", "N", "N", "S", "H", "H", "H", "H", "H"], "coordinates": [[-1.389, 1.434, 0.005], [-0.396, 1.314, -0.007], [-0.459, 0.089, 0.081], [-1.660, -0.704, 0.278], [-2.839, -0.039, -0.107], [0.739, -0.741, -0.238], [2.333, 0.056, -0.072], [-1.625, -1.668, -0.174], [-3.002, 0.698, 0.579], [-2.815, 0.582, -0.960], [0.734, -1.639, 0.280], [2.616, 0.351, 1.451]], "forces_ev_per_angstrom": [[-0.914, 2.072, 0.184], [-0.314, 1.265, 0.046], [2.323, -4.601, -1.150], [1.362, -0.713, -1.626], [-0.960, 1.517, -0.084], [-0.154, 0.835, 2.203], [-0.689, -0.218, 2.301], [0.043, 1.956, 0.770], [-0.397, -0.659, 0.535], [0.731, -1.474, 0.310], [0.044, 0.773, -0.499], [-1.077, -0.752, -2.991]]}

=====

{"formula": "CH6NO4", "method": "the ωB97M-V functional and the def2-TZVPD basis", "lumo_ha": 0.1519, "homo_lumo_gap_ev": 8.98, "charge": -1, "multiplicity": 1, "species": ["N", "C", "O", "O", "H", "H", "H", "H", "O", "H", "H", "O"], "coordinates": [[0.268, -0.824, -1.926], [-0.008, 0.061, -0.764], [0.074, -0.418, 0.391], [-0.537, 1.085, -1.187], [0.795, -1.571, -1.974], [-0.002, -0.499, -2.846], [-1.821, 1.655, 1.384], [-2.153, 1.029, 0.029], [-2.540, 1.536, 0.752], [1.552, -0.135, 1.634], [2.194, -1.460, 2.208], [2.178, -0.458, 2.299]], "forces_ev_per_angstrom": [[-2.773, 4.250, 0.375], [-0.991, -2.423, -1.875], [0.948, 0.375, -0.277], [-0.265, 1.737, 0.501], [3.244, -4.518, 0.569], [0.042, 0.448, 0.654], [0.011, -0.239, -0.429], [0.592, 0.256, -0.115], [-0.678, 0.185, 0.631], [-0.511, -0.453, -0.367], [-0.332, 2.217, -0.089], [0.713, -1.836, 0.421]]}

=====

{"formula": "CH6NO4P2", "method": "the ωB97M-V functional and the def2-TZVPD basis", "lumo_ha": 0.1496, "homo_lumo_gap_ev": 7.31, "charge": -1, "multiplicity": 1, "species": ["C", "N", "O", "O", "O", "O", "P", "P", "H", "H", "H", "H", "H", "H"], "coordinates": [[-0.386, 0.635, 0.490], [0.414, 1.442, -0.384], [1.464, -1.311, 0.520], [-0.423, -1.416, 2.244], [1.512, 0.220, 2.523], [-2.003, -2.092, 0.123], [-1.829, -1.014, -0.917], [0.601, -0.408, 1.553], [-1.189, 1.148, 1.017], [-0.019, 2.334, -0.591], [1.344, 1.582, -0.002], [0.877, -1.552, -0.206], [-1.053, -1.740, 1.556], [-0.602, -1.448, -1.619]], "forces_ev_per_angstrom": [[-1.098, -1.807, -0.908], [0.386, 0.406, -0.354], [0.003, 0.227, 0.187], [0.157, 0.458, -0.132], [0.163, 0.170, 0.089], [-0.449, -0.907, 0.831], [1.603, 1.676, 0.769], [-0.473, -0.266, -0.099], [0.080, -0.010, 0.156], [0.175, -0.110, 0.107], [-0.090, 0.297, -0.100], [-0.077, -0.116, -0.331], [-0.397, -0.320, -0.249], [0.018, 0.302, 0.034]]}

=====

{"formula": "CH6NOP", "method": "the ωB97M-V functional and the def2-TZVPD basis", "lumo_ha": [0.0275, -0.0392], "homo_lumo_gap_ev": [5.50, 8.27], "multiplicity": 3, "species": ["C", "N", "O", "P", "H", "H", "H", "H", "H", "H"], "coordinates": [[1.579, 0.743, -0.467], [-0.782, 0.223, 0.867], [1.764, -0.329, 0.296], [-0.748, 0.955, -0.667], [1.581, 0.579, -1.502], [1.952, 1.740, -0.278], [-1.648, 0.363, 1.317], [-0.757, -0.831, 0.832], [2.034, -0.332, 1.248], [-0.991, 2.252, -0.045]], "forces_ev_per_angstrom": [[1.615, 1.067, 0.833], [0.376, -2.651, -0.013], [1.243, -2.147, 0.986], [-2.355, 1.742, -0.026], [0.132, -0.950, -1.182], [0.075, 0.102, 0.966], [-1.017, 0.856, 0.756], [0.590, 1.399, -0.187], [-0.469, 1.119, -1.403], [-0.190, -0.537, -0.729]]}

=====

no.,maximum force (eV/Å)
1,3.46
2,3.86
3,5.28
4,5.59
5,2.44
6,2.93